9
Properties=species:S:1:pos:R:3:forces:R:3 method="wB97M-V/def2-TZVPD" fmax_ev_per_a=3.30 relative_energy_kcal_mol=100.6 spin_multiplicity=3 homo_lumo_gap_ev="8.54 / 6.69" homo_energy_ev="-9.019 / -10.333"
C 2.206 0.756 0.409 -1.51 -1.91 -2.22
N 2.938 1.548 0.866 0.37 0.32 0.64
N 1.331 0.112 -0.332 2.05 0.37 0.87
N -1.694 -0.942 0.241 2.43 2.11 0.04
O -2.852 -0.981 0.126 -2.57 -0.71 -0.36
O -0.910 -1.784 0.590 0.35 -0.61 0.12
O -1.336 1.297 -1.385 -0.53 0.38 -1.42
S -0.945 0.903 -0.062 -1.34 -0.40 1.75
H 1.262 -0.909 -0.453 0.76 0.45 0.58


7
Properties=species:S:1:pos:R:3:forces:R:3 method="wB97M-V/def2-TZVPD" fmax_ev_per_a=4.23 smiles="S=c1nn[nH]o1" relative_energy_kcal_mol=84.6 homo_lumo_gap_ev=8.16 homo_energy_ev=-9.133
C 2.445 -0.141 0.084 0.63 1.65 -0.47
N 2.029 -1.400 0.040 -2.96 -3.02 0.18
N 0.720 -1.407 0.016 3.24 -1.65 -0.33
N 0.295 -0.216 -0.078 -0.59 1.43 0.20
O 1.362 0.702 0.103 -1.20 -0.48 0.14
S 3.973 0.303 -0.027 0.98 0.83 0.17
H -0.565 -0.144 0.453 -0.10 1.24 0.11


7
Properties=species:S:1:pos:R:3:forces:R:3 method="wB97M-V/def2-TZVPD" fmax_ev_per_a=6.35 relative_energy_kcal_mol=98.8 homo_lumo_gap_ev=9.24 homo_energy_ev=-10.411
C 0.043 -0.221 0.127 1.01 0.83 1.43
H -1.112 -1.756 1.976 0.60 0.45 -4.18
N 0.964 0.373 0.859 -0.76 -0.33 -1.43
N 1.172 1.530 0.114 2.82 1.59 3.74
N 0.436 1.665 -0.844 1.27 0.82 -0.67
O -0.222 0.554 -0.894 -4.78 -2.94 -2.96
S -0.961 -1.645 0.220 -0.15 -0.41 4.08


6
Properties=species:S:1:pos:R:3:forces:R:3 method="wB97M-V/def2-TZVPD" fmax_ev_per_a=3.02 relative_energy_kcal_mol=112.3 charge=-1 homo_lumo_gap_ev="7.69 / 7.69" homo_energy_ev="-2.678 / -2.677"
C -1.622 -0.065 -0.007 -2.48 -0.57 -0.17
N 2.014 0.199 -0.489 0.03 -1.38 0.43
N -2.766 -0.297 -0.166 2.93 0.60 0.37
N 1.807 -0.767 0.313 0.43 0.78 -0.82
N 1.045 0.701 0.215 -0.58 0.55 0.61
H -0.478 0.228 0.133 -0.34 0.01 -0.42